Entry 1:
Formula: CH3N2PS
Source: the Open Molecules 2025 dataset
Level of theory: wB97M-V/def2-TZVPD

Each atom is followed by the atoms it is bonded to, with distances in Å.
Atoms and positions in Å:
1 C -1.5409 0.7396 -0.0498  N2 1.285, H6 1.012, H7 1.122
2 N -0.7075 -0.0146 0.5739  C1 1.285, N3 1.214
3 N 0.1375 -0.8220 0.2452  N2 1.214, P4 1.587
4 P 1.6178 -0.7089 -0.3156  N3 1.587, S5 1.935, H8 1.371
5 S 2.6426 0.8974 0.0204  P4 1.935
6 H -1.4603 0.7685 -1.0584  C1 1.012
7 H -2.3644 1.1791 0.5724  C1 1.122
8 H 1.6752 -2.0392 0.0118  P4 1.371

Results
HOMO level (spin up / spin down) (eV): -6.997 / -9.365
<S²>: 2.01
Orbital gap (spin up / spin down) (eV): 7.5 / 6.9
Multiplicity: 3

For reference, the natural (NBO) charges in units of e are:
1. C -0.184
2. N -0.036
3. N -0.587
4. P 0.761
5. S -0.325
6. H 0.180
7. H 0.207
8. H -0.016


Entry 2:
Formula: CH3N2S
Source: the Open Molecules 2025 dataset
Level of theory: wB97M-V/def2-TZVPD

Each atom is followed by the atoms it is bonded to, with distances in Å.
Atoms and positions in Å:
1 C 0.4401 0.4674 0.6521  N2 1.408, N3 1.302, S4 1.623
2 N -0.0800 1.7623 0.4656  C1 1.408, S4 1.767, H5 1.067
3 N 0.4057 -0.6949 0.0672  C1 1.302, H6 1.025, H7 0.995
4 S 0.8683 1.3968 1.9115  C1 1.623, N2 1.767
5 H 0.3034 2.0752 -0.4801  N2 1.067
6 H 0.0762 -0.5537 -0.8926  N3 1.025
7 H 0.9873 -1.4387 0.3823  N3 0.995

Results
HOMO level (eV): -15.227
Total charge: +1
Orbital gap (eV): 9.8

For reference, the natural (NBO) charges in units of e are:
1. C 0.292
2. N -0.610
3. N -0.659
4. S 0.657
5. H 0.415
6. H 0.446
7. H 0.459


Entry 3:
Formula: CH3N3O
Source: the Open Molecules 2025 dataset
Level of theory: wB97M-V/def2-TZVPD

Each atom is followed by the atoms it is bonded to, with distances in Å.
Atoms and positions in Å:
1 C -0.5772 -1.7989 0.9435  N2 1.121
2 N -0.5349 -2.9139 1.0536  C1 1.121
3 N 0.3245 0.8687 -1.0843  N4 1.412, H6 1.018, H7 1.082
4 N -0.0144 1.1397 0.2598  N3 1.412, O5 1.305, H8 1.032
5 O 0.2218 0.1991 1.1330  N4 1.305
6 H 0.0168 -0.0373 -1.4312  N3 1.018
7 H 1.4031 0.7890 -1.0506  N3 1.082
8 H -0.8398 1.7537 0.1761  N4 1.032

Results
HOMO level (spin up / spin down) (eV): -11.250 / -10.698
Orbital gap (spin up / spin down) (eV): 9.5 / 8.3

For reference, the natural (NBO) charges in units of e are:
1. C 0.252
2. N -0.481
3. N -0.685
4. N 0.029
5. O -0.239
6. H 0.380
7. H 0.371
8. H 0.372


Number 1: electronic energy -888.78699 Eh, maximum force 0.0853 hartree/bohr. Number 2: electronic energy -547.25297 Eh, maximum force 0.0699 hartree/bohr. Number 3: electronic energy -279.17165 Eh, maximum force 0.1154 hartree/bohr.